w:
21
Properties=species:S:1:pos:R:3 method="wB97M-V/def2-TZVPD" e_lumo_ev=1.23 homo_energy_ev=-9.1 gap_ev=10.32 smiles="C1=CCCCCC1.[H][H]"
C -0.937 -0.728 -1.325
C 0.281 -1.607 -1.029
C 0.807 -1.561 0.406
C 1.361 -0.204 0.848
C 0.341 0.891 1.019
C -0.470 1.358 0.070
C -0.648 0.779 -1.311
H -1.736 -0.946 -0.605
H -1.333 -1.006 -2.311
H 1.092 -1.321 -1.714
H 0.032 -2.648 -1.270
H 0.010 -1.863 1.099
H 1.608 -2.305 0.505
H 1.896 -0.329 1.795
H 2.115 0.132 0.120
H 0.298 1.345 2.005
H -1.009 2.954 2.621
H -1.472 2.496 2.262
H -1.081 2.230 0.294
H -1.471 1.308 -1.802
H 0.242 0.979 -1.926

x:
21
Properties=species:S:1:pos:R:3 method="wB97M-V/def2-TZVPD" e_lumo_ev=1.09 homo_energy_ev=-8.7 gap_ev=9.80 smiles="C=C(CC)CCC"
C -0.227 -2.626 -1.686
C 0.026 -1.707 -0.510
C 0.275 -0.237 -0.717
C 0.488 0.437 0.651
C 1.778 0.755 0.942
C -0.612 1.254 1.254
C -1.401 2.208 0.389
H 0.473 -2.516 -2.546
H -0.004 -3.672 -1.395
H -1.206 -2.725 -2.147
H 0.955 -2.081 -0.055
H -0.850 -1.865 0.148
H -0.540 0.340 -1.164
H 1.165 0.017 -1.308
H 2.625 0.865 0.281
H 1.967 0.929 2.003
H -1.348 0.617 1.804
H -0.098 1.851 2.024
H -2.115 2.616 1.093
H -1.911 1.649 -0.409
H -0.756 3.006 0.030

y:
21
Properties=species:S:1:pos:R:3 method="wB97M-V/def2-TZVPD" e_lumo_ev=1.11 homo_energy_ev=-8.8 gap_ev=9.90
C -0.290 0.161 2.598
C -1.029 0.944 1.533
C -0.129 1.268 0.314
C -0.008 0.110 -0.643
C 1.092 -0.641 -0.640
C 1.540 -1.657 -1.641
C -1.010 0.053 -1.764
H 0.040 -0.780 2.163
H 0.600 0.728 2.902
H -0.859 0.091 3.528
H -1.818 0.299 1.106
H -1.597 1.822 1.849
H -0.492 2.142 -0.226
H 0.847 1.565 0.707
H 1.860 -0.411 0.097
H 1.723 -2.635 -1.194
H 0.866 -1.749 -2.485
H 2.539 -1.381 -2.001
H -1.491 1.010 -1.962
H -0.568 -0.279 -2.704
H -1.814 -0.662 -1.536

z:
21
Properties=species:S:1:pos:R:3 method="wB97M-V/def2-TZVPD" e_lumo_ev=0.71 homo_energy_ev=-8.1 gap_ev=8.80
C 0.305 -1.354 0.904
C 1.420 -1.128 -0.125
C 1.695 0.321 -0.522
C 0.482 1.004 -1.120
C -0.584 1.264 -0.106
C -1.518 0.288 0.193
C -1.114 -1.144 0.364
H 0.472 -0.708 1.780
H 0.381 -2.388 1.263
H 1.166 -1.701 -1.029
H 2.352 -1.552 0.264
H 2.008 0.900 0.358
H 2.518 0.349 -1.242
H 0.760 1.979 -1.552
H 0.058 0.424 -1.952
H -0.364 2.125 0.519
H -2.050 2.319 0.405
H -2.300 1.852 0.975
H -2.592 0.417 0.100
H -1.826 -1.574 1.090
H -1.269 -1.694 -0.569

It comes down to y, which is 0.666 eV more stable than the next structure.

w:
17
Properties=species:S:1:pos:R:3 method="wB97M-V/def2-TZVPD" e_lumo_ev=0.59 homo_energy_ev=-9.5 gap_ev=10.10 smiles=NCO.O.O.O
N 1.143 -0.377 -1.421
C -0.080 0.055 -2.110
O -1.174 0.340 -1.277
H 1.930 -0.231 -2.044
H 1.299 0.281 -0.658
H -0.351 -0.778 -2.809
H 0.057 0.909 -2.786
H -0.772 0.739 -0.474
H -0.029 2.460 0.662
H 0.159 1.425 1.692
O 0.165 1.516 0.713
H 0.545 -1.702 0.013
H -0.820 -1.190 0.052
O -0.243 -1.749 0.588
H 0.027 -0.717 2.379
H 0.289 -0.254 3.746
O 0.033 0.123 2.892

x:
17
Properties=species:S:1:pos:R:3 method="wB97M-V/def2-TZVPD" e_lumo_ev=0.67 homo_energy_ev=-10.3 gap_ev=11.00 smiles="C=N.O.O.O.O"
C 1.880 1.231 -0.760
N 1.165 1.132 -1.789
H 1.569 0.915 0.232
H 2.927 1.530 -0.648
H 1.587 1.372 -2.679
H -0.779 -0.775 2.336
H -0.454 -1.702 1.261
O 0.001 -1.200 1.942
H -2.315 0.419 1.033
H -3.300 -0.240 1.833
O -2.452 0.192 1.981
H 0.922 -0.998 -0.597
H 1.920 -2.216 -0.335
O 1.772 -1.384 -0.778
H -0.795 0.589 -0.667
H -1.898 0.716 -1.638
O -1.750 0.421 -0.727

It comes down to w, which is 0.944 eV more stable than the next structure.